1.
73
Properties=species:S:1:pos:R:3 method="wB97M-V/def2-TZVPD" homo_energy_ha="-0.592 / -0.592" spin_multiplicity=2 fmax_ev_per_a=1.231 de_lowest_kj_mol=0.00 s2=0.7682 charge=+3
Ir -0.477 0.655 0.199
O -0.417 0.160 4.215
C 0.233 0.465 3.254
O -0.334 0.942 2.139
C 1.729 0.375 3.259
C 2.351 0.312 4.502
C 3.729 0.199 4.592
C 4.501 0.131 3.439
C 3.894 0.181 2.196
C 2.505 0.317 2.095
P 1.886 0.402 0.411
C 2.583 1.895 -0.336
C 2.326 2.185 -1.685
C 2.847 3.327 -2.267
C 3.606 4.207 -1.505
C 3.850 3.935 -0.166
C 3.326 2.797 0.428
C 2.484 -1.123 -0.375
C 2.713 -1.205 -1.749
C 3.235 -2.368 -2.297
C 3.516 -3.457 -1.483
C 3.265 -3.388 -0.119
C 2.723 -2.236 0.434
H 1.739 0.349 5.393
H 4.201 0.153 5.564
H 5.577 0.039 3.504
H 4.500 0.114 1.300
H 1.727 1.514 -2.284
H 2.662 3.535 -3.313
H 3.996 5.112 -1.952
H 4.451 4.614 0.424
H 3.512 2.617 1.477
H 2.528 -0.358 -2.396
H 3.443 -2.416 -3.358
H 3.924 -4.362 -1.913
H 3.507 -4.226 0.521
H 2.512 -2.204 1.495
N -4.294 -1.037 0.662
C -4.292 -2.429 0.722
C -5.486 -3.128 0.794
C -5.460 -4.507 0.845
C -4.240 -5.211 0.836
C -3.047 -4.534 0.778
C -3.065 -3.135 0.713
S -1.576 -2.298 0.683
N -2.006 -0.722 0.411
C -3.234 -0.252 0.489
C -3.381 1.208 0.393
C -4.554 1.924 0.406
C -4.487 3.318 0.430
C -3.249 3.932 0.451
C -2.109 3.134 0.387
N -2.193 1.812 0.323
H -5.198 -0.589 0.747
H -6.428 -2.593 0.808
H -6.392 -5.056 0.892
H -4.243 -6.293 0.876
H -2.104 -5.068 0.779
H -5.521 1.436 0.397
H -5.393 3.909 0.443
H -3.156 5.008 0.513
H -1.111 3.560 0.394
Br -0.934 0.206 -6.483
C -0.817 0.326 -4.637
C -0.617 -0.808 -3.860
C -0.542 -0.674 -2.491
N -0.637 0.512 -1.864
C -0.822 1.606 -2.627
C -0.919 1.558 -3.999
H -0.524 -1.786 -4.312
H -0.382 -1.544 -1.867
H -0.873 2.557 -2.114
H -1.066 2.467 -4.564

***

2.
77
Properties=species:S:1:pos:R:3 method="wB97M-V/def2-TZVPD" homo_energy_ha=-0.552 fmax_ev_per_a=0.349 de_lowest_kj_mol=0.00 charge=+3
Mo 0.103 -0.631 0.539
C 3.767 0.245 2.976
C 2.317 0.181 2.638
N 1.959 -0.522 1.549
N 3.062 -1.149 0.975
C 3.017 -1.266 -0.290
S 1.595 -0.644 -1.170
S 4.192 -1.997 -1.296
C 5.363 -2.589 -0.040
C 6.346 -1.565 0.484
C 6.244 -0.199 0.251
C 7.177 0.678 0.792
C 8.214 0.195 1.574
C 8.324 -1.169 1.805
C 7.398 -2.045 1.260
C 1.353 0.825 3.492
C 1.726 1.431 4.712
C 0.783 1.984 5.547
C -0.570 1.966 5.203
C -0.984 1.385 4.020
C -0.021 0.826 3.193
O -0.438 0.237 2.057
H 4.374 0.344 2.077
H 4.076 -0.701 3.433
H 3.991 1.058 3.653
H 5.875 -3.415 -0.534
H 4.757 -3.009 0.764
H 5.462 0.196 -0.389
H 7.103 1.737 0.581
H 8.947 0.876 1.986
H 9.142 -1.556 2.398
H 7.502 -3.110 1.435
H 2.759 1.456 5.020
H 1.094 2.438 6.478
H -1.301 2.410 5.866
H -2.024 1.361 3.728
Cl 0.250 -2.410 3.440
C -0.409 -3.201 2.074
C -0.394 -2.591 0.793
C -0.950 -3.330 -0.290
Cl -0.943 -2.713 -1.891
C -1.518 -4.581 -0.096
Cl -2.233 -5.422 -1.398
C -1.501 -5.160 1.181
Cl -2.161 -6.697 1.410
C -0.934 -4.474 2.267
Cl -0.906 -5.207 3.803
C -7.319 -3.718 -3.819
O -6.341 -3.080 -2.970
C -6.155 -3.566 -1.734
C -6.796 -4.670 -1.179
C -6.502 -5.041 0.122
C -5.581 -4.336 0.895
C -4.938 -3.240 0.358
C -5.223 -2.867 -0.952
N -4.633 -1.751 -1.590
C -3.671 -1.010 -1.168
C -3.173 0.155 -1.859
C -3.898 0.835 -2.842
C -3.360 1.938 -3.479
C -2.085 2.389 -3.151
C -1.336 1.744 -2.176
C -1.893 0.649 -1.541
O -1.169 -0.028 -0.599
H -7.026 -4.747 -4.019
H -7.323 -3.147 -4.741
H -8.303 -3.676 -3.353
H -7.520 -5.231 -1.750
H -7.012 -5.895 0.549
H -5.390 -4.634 1.917
H -4.250 -2.667 0.968
H -5.053 -1.573 -2.505
H -3.217 -1.303 -0.232
H -4.906 0.527 -3.094
H -3.939 2.456 -4.230
H -1.673 3.254 -3.653
H -0.343 2.083 -1.913

***

3.
89
Properties=species:S:1:pos:R:3 method="wB97M-V/def2-TZVPD" homo_energy_ha="-0.137 / -0.215" spin_multiplicity=6 fmax_ev_per_a=0.616 de_lowest_kj_mol=52.30 s2=8.8029 charge=-1
Ir 0.293 -0.180 -0.245
C -3.789 -5.873 -4.493
O -2.999 -4.700 -4.434
C -2.449 -4.381 -3.234
C -2.654 -5.160 -2.074
C -2.044 -4.759 -0.913
C -1.243 -3.605 -0.819
C -0.625 -3.241 0.435
C -0.617 -4.211 1.595
O -0.109 -2.137 0.666
C -1.044 -2.800 -2.001
O -0.337 -1.740 -2.036
C -1.681 -3.246 -3.196
H -4.137 -5.953 -5.518
H -4.652 -5.812 -3.828
H -3.207 -6.762 -4.242
H -3.270 -6.048 -2.083
H -2.224 -5.352 -0.025
H -0.757 -5.246 1.299
H -1.406 -3.923 2.298
H 0.330 -4.105 2.116
H -1.539 -2.657 -4.097
C 2.993 -1.574 -3.594
C 3.166 -0.420 -4.343
C 2.677 0.779 -3.862
C 2.024 0.807 -2.632
N 1.853 -0.318 -1.930
C 2.318 -1.476 -2.396
C 1.431 2.010 -2.028
C 1.652 3.252 -2.466
C 1.205 4.527 -1.879
C 0.490 4.736 -0.774
C -0.001 3.590 0.088
C 0.622 1.778 -0.762
H 3.359 -2.532 -3.937
H 3.672 -0.458 -5.301
H 2.781 1.690 -4.436
H 2.142 -2.344 -1.777
H 2.273 3.363 -3.351
H 1.542 5.412 -2.408
H 0.318 5.754 -0.443
H -0.107 4.337 2.043
C -1.444 0.845 -3.135
C -2.257 0.494 -1.957
C -3.695 0.430 -1.922
C -4.031 0.003 -0.684
C -2.789 -0.197 0.036
C -2.683 -0.690 1.425
N -1.744 0.124 -0.752
H -2.070 0.884 -4.025
H -0.660 0.094 -3.266
H -0.976 1.821 -2.989
H -4.348 0.678 -2.746
H -5.017 -0.163 -0.272
H -3.493 -0.275 2.030
H -1.732 -0.435 1.880
H -2.802 -1.780 1.427
F 4.735 1.211 1.079
C 4.028 0.715 2.109
F 3.281 1.694 2.612
F 4.919 0.343 3.064
C 3.119 -0.487 1.634
O 2.076 0.000 0.953
C 2.731 -1.281 2.949
F 2.399 -0.433 3.936
F 3.725 -2.080 3.410
F 1.672 -2.060 2.729
C 4.016 -1.425 0.746
F 5.243 -1.670 1.238
F 3.396 -2.622 0.576
F 4.184 -0.884 -0.468
O -5.208 5.950 1.692
N -4.088 5.995 1.202
O -3.724 6.899 0.464
C -3.136 4.924 1.505
C -1.862 4.991 0.977
C -0.838 3.949 1.310
C -1.410 2.675 1.983
O -0.763 1.634 1.951
C -2.709 2.823 2.606
C -3.563 3.893 2.325
N -3.215 1.797 3.477
O -2.433 1.048 4.049
O -4.441 1.706 3.627
N 1.150 2.672 0.318
O -0.584 2.581 -0.749
O 2.318 3.013 0.586
H -1.602 5.820 0.338
H -4.555 3.910 2.745

***

4.
71
Properties=species:S:1:pos:R:3 method="wB97M-V/def2-TZVPD" homo_energy_ha="-0.388 / -0.388" fmax_ev_per_a=3.934 de_lowest_kj_mol=152.10 charge=+1
Ti -0.722 0.412 1.325
O 2.437 2.840 1.703
C 1.506 2.039 1.717
N 0.217 2.311 1.319
C -0.253 3.606 1.468
C 0.347 4.670 0.765
C -0.318 5.907 0.620
C -1.385 6.235 1.432
C -1.849 5.280 2.309
C -1.446 3.870 2.178
N -2.140 2.938 2.868
C -2.427 1.838 2.204
O -2.045 0.626 2.676
C -2.909 1.791 0.795
C -3.734 2.751 0.196
C -4.125 2.513 -1.098
C -3.517 1.474 -1.838
C -2.768 0.485 -1.182
N -2.439 0.698 0.082
C 1.801 0.726 2.306
C 3.102 0.385 2.782
C 3.357 -0.803 3.413
C 2.272 -1.672 3.662
C 1.009 -1.277 3.341
N 0.805 -0.124 2.642
H 1.289 4.537 0.288
H 0.039 6.612 -0.169
H -1.828 7.260 1.460
H -2.546 5.533 3.141
H -4.100 3.589 0.685
H -4.747 3.228 -1.563
H -3.554 1.535 -2.945
H -2.454 -0.535 -1.527
H 3.903 1.125 2.603
H 4.360 -1.068 3.766
H 2.363 -2.633 4.155
H 0.200 -2.009 3.416
C 4.358 -3.393 -0.114
C 4.343 -2.127 -0.688
C 3.153 -1.440 -0.895
C 1.953 -1.959 -0.341
C 2.042 -3.149 0.375
C 3.189 -3.924 0.387
Si 0.203 -1.225 -0.606
C 0.321 -0.538 -2.383
C -0.583 -1.000 -3.361
C -0.730 -0.301 -4.567
C 0.010 0.831 -4.803
C 1.026 1.234 -3.908
C 1.142 0.579 -2.692
C -0.824 -2.868 -0.625
C -0.371 -3.911 -1.446
C -0.953 -5.190 -1.431
C -2.125 -5.352 -0.662
C -2.499 -4.318 0.205
C -1.866 -3.096 0.260
H 5.259 -4.024 0.031
H 5.228 -1.577 -0.950
H 3.160 -0.467 -1.425
H 1.154 -3.560 0.957
H 3.216 -4.881 0.932
H -1.253 -1.862 -3.142
H -1.502 -0.668 -5.279
H -0.069 1.354 -5.739
H 1.704 2.006 -4.192
H 1.902 0.959 -2.043
H 0.532 -3.727 -2.077
H -0.443 -6.070 -1.912
H -2.704 -6.279 -0.614
H -3.369 -4.427 0.825
H -2.305 -2.323 0.927

***

5.
65
Properties=species:S:1:pos:R:3 method="wB97M-V/def2-TZVPD" homo_energy_ha=-0.198 fmax_ev_per_a=1.894
C 1.022 -1.042 5.623
C 2.079 -1.179 4.703
C 1.804 -1.459 3.369
C 0.449 -1.610 2.941
C 0.102 -2.114 1.646
C 0.927 -3.054 0.867
O 0.832 -3.122 -0.360
C 1.883 -3.969 1.612
C 1.566 -4.544 2.852
C 2.554 -5.244 3.558
C 3.825 -5.409 2.987
C 4.066 -5.009 1.665
C 3.064 -4.347 0.955
C -1.081 -1.717 1.004
N -2.055 -1.367 0.445
C -0.593 -1.271 3.843
C -0.315 -1.108 5.199
H 1.248 -0.874 6.679
H 3.117 -1.095 5.043
H 2.619 -1.576 2.640
H 0.564 -4.427 3.275
H 2.332 -5.651 4.546
H 4.612 -5.906 3.552
H 5.023 -5.220 1.184
H 3.193 -4.087 -0.098
H -1.624 -1.265 3.483
H -1.135 -1.050 5.912
C -3.343 0.290 -6.210
C -2.216 1.126 -6.186
C -1.684 1.563 -4.976
C -2.355 1.315 -3.757
C -1.805 1.776 -2.470
C -0.408 1.798 -2.236
C 0.261 2.163 -1.073
C 1.671 2.468 -1.004
C 2.202 3.144 0.140
C 3.574 3.360 0.262
C 4.451 2.905 -0.738
C 3.940 2.293 -1.891
C 2.569 2.080 -2.032
C -2.744 2.222 -1.454
C -2.574 1.936 -0.078
C -3.446 2.455 0.877
C -4.521 3.261 0.480
C -4.734 3.529 -0.884
C -3.896 2.959 -1.840
C -3.578 0.584 -3.818
C -4.007 0.005 -5.007
H -3.704 -0.139 -7.145
H -1.756 1.418 -7.133
H -0.770 2.163 -4.981
H 0.186 1.510 -3.101
H -0.271 2.385 -0.156
H 1.520 3.471 0.930
H 3.967 3.881 1.139
H 5.529 2.998 -0.590
H 4.624 1.972 -2.676
H 2.188 1.568 -2.916
H -1.780 1.255 0.236
H -3.272 2.233 1.936
H -5.195 3.676 1.235
H -5.548 4.193 -1.193
H -4.107 3.132 -2.903
H -4.175 0.442 -2.910
H -4.870 -0.670 -5.004

***

6.
86
Properties=species:S:1:pos:R:3 method="wB97M-V/def2-TZVPD" homo_energy_ha=-0.175 fmax_ev_per_a=7.251 de_lowest_kj_mol=79.08 charge=-1
Sr -17.358 2.218 -9.349
O -19.240 6.913 -8.891
C -18.947 5.735 -9.181
N -18.242 4.841 -8.456
C -17.888 5.230 -7.177
O -18.443 6.116 -6.509
C -16.736 4.472 -6.576
C -16.424 4.754 -5.262
C -15.573 3.927 -4.568
C -14.965 2.897 -5.272
C -15.292 2.709 -6.625
N -16.208 3.479 -7.274
C -19.250 5.264 -10.638
C -19.906 6.116 -11.509
C -20.137 5.719 -12.838
C -19.852 4.445 -13.202
C -19.233 3.622 -12.233
N -18.903 4.016 -11.041
H -16.917 5.574 -4.773
H -15.357 4.147 -3.532
H -14.273 2.218 -4.833
H -14.791 1.900 -7.212
H -20.188 7.110 -11.190
H -20.536 6.487 -13.486
H -19.847 4.025 -14.176
H -18.888 2.631 -12.595
F -23.241 4.474 -10.755
C -22.547 4.239 -9.587
C -21.799 3.034 -9.485
C -21.139 2.808 -8.327
C -20.115 1.680 -8.216
O -19.646 1.095 -9.174
C -19.623 1.385 -6.862
C -19.794 2.321 -5.873
N -20.664 3.371 -5.998
C -20.862 4.253 -4.846
C -22.195 4.264 -4.118
C -21.004 3.479 -3.528
C -21.232 3.682 -7.267
C -21.852 4.953 -7.418
C -22.484 5.250 -8.572
N -23.040 6.591 -8.747
C -24.091 6.832 -9.763
C -24.700 8.151 -9.481
N -23.634 9.245 -9.286
C -22.520 8.988 -8.420
C -21.992 7.600 -8.868
C -18.523 0.414 -6.572
O -18.492 0.037 -5.403
O -17.656 0.215 -7.503
H -21.815 2.484 -10.370
H -19.408 2.141 -4.941
H -20.227 5.115 -4.792
H -23.008 3.729 -4.503
H -22.422 5.221 -3.780
H -21.105 2.387 -3.612
H -20.458 3.915 -2.701
H -21.803 5.577 -6.561
H -24.817 6.013 -9.848
H -23.626 6.864 -10.828
H -25.304 8.197 -8.524
H -25.333 8.557 -10.267
H -24.181 10.156 -8.798
H -23.276 9.807 -10.181
H -22.925 8.871 -7.365
H -21.719 9.783 -8.319
H -21.078 7.347 -8.314
H -21.738 7.758 -9.960
O -13.185 0.443 -9.962
C -14.390 0.645 -10.095
O -15.204 1.268 -9.266
C -15.074 0.005 -11.391
C -14.492 -1.146 -11.825
C -15.066 -1.860 -12.900
C -16.151 -1.416 -13.606
C -16.791 -0.251 -13.182
C -16.239 0.462 -12.054
O -16.910 1.466 -11.604
N -17.853 0.121 -14.092
O -18.237 1.283 -14.201
O -18.438 -0.742 -14.763
N -14.675 -3.233 -13.186
O -13.777 -3.666 -12.512
O -15.314 -3.919 -13.965
H -13.693 -1.588 -11.253
H -16.532 -1.985 -14.416

***

Number 1: total energy -140806.1293 eV. Number 2: total energy -134495.1210 eV. Number 3: total energy -95030.4094 eV. Number 4: total energy -78811.3459 eV. Number 5: total energy -41303.9341 eV. Number 6: total energy -77827.4817 eV.